{
  "formula": "C8H11BO2S",
  "method": "the ωB97M-V functional and the def2-TZVPD basis",
  "species": ["B", "C", "C", "C", "C", "C", "C", "C", "C", "O", "O", "S", "H", "H", "H", "H", "H", "H", "H", "H", "H", "H", "H"],
  "positions_angstrom": [[0.192, -1.588, 0.090], [-1.756, 2.097, -1.638], [-0.439, 2.197, -2.016], [-2.074, 1.644, -0.412], [0.599, 1.807, -1.202], [-1.022, 1.268, 0.490], [0.268, 1.282, 0.042], [1.980, -1.849, 2.074], [0.886, -1.004, 1.404], [-1.117, -1.834, 0.128], [0.960, -1.836, -0.990], [1.606, 0.666, 1.043], [-2.525, 2.185, -2.380], [-0.202, 2.428, -2.986], [-3.183, 1.704, -0.025], [1.546, 1.693, -1.586], [-1.289, 0.726, 1.400], [2.774, -1.167, 2.347], [1.559, -2.335, 2.911], [2.220, -2.728, 1.510], [-0.162, -0.705, 2.208], [-1.464, -2.290, -0.593], [0.642, -2.358, -1.820]],
  "e_homo_ev": -8.08,
  "max_force_ev_per_a": 4.189,
  "gap_ha": 0.304,
  "de_lowest_kj_mol": 44.3
}